# 1
A structure of composition C20H36IMoN5OP2S. Source: OMol25; level of theory: wB97M-V/def2-TZVPD.

CARTESIAN COORDINATES (ANGSTROEM)
Mo  -0.056762  0.542084  -0.286917
C  1.469370  -1.447671  2.234717
P  0.153384  -1.494351  0.977773
C  -1.279465  -2.112205  1.903674
C  0.662542  -2.821475  -0.158186
C  0.547849  -4.167259  0.179465
C  1.000379  -5.150090  -0.686963
C  1.585864  -4.794103  -1.891340
C  1.709307  -3.456256  -2.231713
C  1.242851  -2.463257  -1.374800
P  1.388825  -0.698692  -1.801332
C  1.164452  -0.595159  -3.596833
C  3.149833  -0.303803  -1.559199
H  1.598682  -2.434137  2.680901
H  1.206897  -0.733643  3.015849
H  2.414049  -1.144331  1.782917
H  -1.048635  -3.034902  2.435225
H  -2.118676  -2.285548  1.231562
H  -1.567756  -1.352898  2.632574
H  0.100079  -4.461344  1.120874
H  0.897782  -6.193491  -0.421389
H  1.944321  -5.558459  -2.567666
H  2.164812  -3.193915  -3.179021
H  1.965641  -1.107106  -4.128939
H  1.166157  0.456395  -3.887076
H  0.208205  -1.033659  -3.878312
H  3.774897  -1.039283  -2.065593
H  3.407737  -0.290652  -0.500322
H  3.349419  0.684735  -1.974295
C  -3.839401  -0.249702  -0.757799
C  -2.662017  -0.535014  -1.686666
C  -2.480968  -2.032140  -1.923876
C  -2.825758  0.198801  -3.018385
N  -1.453408  -0.028117  -1.033730
H  -4.760938  -0.615939  -1.210777
H  -3.952787  0.826812  -0.606994
H  -3.716803  -0.740742  0.209603
H  -3.384111  -2.436511  -2.380409
H  -2.296729  -2.573739  -0.994490
H  -1.643009  -2.219907  -2.597859
H  -3.708856  -0.177342  -3.534768
H  -1.957547  0.035247  -3.659028
H  -2.944961  1.271159  -2.865018
C  2.408574  2.265437  5.186209
C  2.096086  3.067185  3.921338
C  0.886336  2.563063  3.205182
N  0.886118  2.082344  2.010914
N  -0.363516  1.677874  1.597919
C  -1.297786  1.827806  2.501324
N  -2.567057  1.407982  2.327582
S  -0.693747  2.537317  3.952524
H  3.308773  2.653279  5.658304
H  2.574897  1.213176  4.952729
H  1.600252  2.331552  5.915562
H  2.921619  3.017284  3.211286
H  1.945569  4.119814  4.171132
H  -2.860162  1.176570  1.389028
H  -3.286501  1.704158  2.965606
N  1.084912  4.288821  -2.269945
C  0.557182  3.629432  -1.251177
O  0.852766  2.430967  -1.061518
C  -0.370876  4.390496  -0.352938
I  -2.388531  3.962034  -0.875901
H  1.710224  3.814342  -2.902572
H  0.888088  5.262925  -2.431294
H  -0.238638  5.464056  -0.439670
H  -0.229328  4.073697  0.672934

Forces on atoms 1 to 6 (eV/Å):
Mo -0.011 0.276 0.026
C 0.024 0.022 -0.012
P -0.011 -0.113 -0.005
C 0.004 0.023 0.010
C -0.038 -0.054 0.204
C -0.028 -0.021 0.062

- Kohn-Sham gap: 7.68 eV
- Electronic energy: -2579.129369 Eh
- Charge: +2
- HOMO energy: -0.4858 hartree
- Spin multiplicity: 1



# 2
A cluster of 2 separate species, C3H7FNO in total. Source: OMol25; level of theory: wB97M-V/def2-TZVPD.

CARTESIAN COORDINATES (ANGSTROEM)
C  -2.281439  -0.221565  -0.510522
C  0.473455  -0.447139  1.286137
C  1.049967  0.279341  -1.018440
N  0.170391  0.239619  0.102169
O  -3.031988  -0.139313  0.326685
F  -0.116263  1.606751  0.443241
H  -2.042887  -0.632008  -1.468392
H  1.442963  -0.124419  1.732609
H  -0.394446  -0.320473  1.877211
H  0.767958  -1.374177  0.913209
H  0.981092  -0.542406  -1.697505
H  0.845337  1.279062  -1.357242
H  2.135862  0.396733  -0.629166

Forces on atoms 1 to 6 (eV/Å):
C -0.488 -0.538 1.767
C 1.941 1.324 0.266
C 2.958 1.748 1.674
N -3.170 0.909 -1.094
O 1.264 0.502 -0.705
F 0.337 -0.664 0.064

- Kohn-Sham gap: 8.06 eV
- Electronic energy: -347.920702 Eh
- Charge: +1
- HOMO energy: -0.5368 hartree
- Spin multiplicity: 1